# 1
Molecular formula: C12H24N2
Method: DFT, ωB97M-V/def2-TZVPD

Bonds (Å) are listed after each position.
Element x y z (Å)
1 C 1.68 2.69 -0.70  C2 1.549, H15 1.083, H16 1.134, H17 1.065
2 C 2.36 1.32 -0.91  C1 1.549, C3 1.533, H18 1.154, H19 1.134
3 C 2.83 0.95 0.51  C2 1.533, C4 1.565, H20 1.109, H21 1.150
4 C 3.23 -0.53 0.79  C3 1.565, C5 1.497, H22 1.134, H23 1.119
5 C 2.05 -1.42 0.99  C4 1.497, C6 1.470, H24 1.109, H25 1.112
6 C 1.08 -1.43 -0.12  C5 1.470, C7 1.501, H26 1.094, H27 1.109
7 C 0.01 -2.47 0.00  C6 1.501, C8 1.546, H28 1.105, H29 1.088
8 C -1.28 -2.25 -0.83  C7 1.546, N9 1.400, H30 1.129, H31 1.091
9 N -1.87 -1.01 -0.59  C8 1.400, C10 1.439, C14 1.485
10 C -1.53 0.11 -1.43  N9 1.439, C11 1.389, H32 1.122
11 C -1.88 1.30 -0.80  C10 1.389, N12 1.426, H33 1.084
12 N -2.57 0.91 0.39  C11 1.426, C13 1.452, C14 1.462
13 C -2.80 1.82 1.50  N12 1.452, H34 1.171, H35 1.066, H36 1.066
14 C -2.19 -0.45 0.75  N9 1.485, N12 1.462, H37 1.085, H38 1.083
15 H 1.02 3.00 -1.50  C1 1.083
16 H 2.53 3.45 -0.62  C1 1.134
17 H 1.06 2.77 0.16  C1 1.065
18 H 3.19 1.38 -1.71  C2 1.154
19 H 1.62 0.62 -1.39  C2 1.134
20 H 3.71 1.59 0.74  C3 1.109
21 H 1.98 1.27 1.21  C3 1.150
22 H 3.74 -0.62 1.80  C4 1.134
23 H 3.87 -0.78 -0.09  C4 1.119
24 H 2.40 -2.47 0.92  C5 1.109
25 H 1.61 -1.27 2.00  C5 1.112
26 H 0.52 -0.49 -0.16  C6 1.094
27 H 1.45 -1.47 -1.16  C6 1.109
28 H 0.52 -3.42 -0.24  C7 1.105
29 H -0.36 -2.60 1.01  C7 1.088
30 H -0.96 -2.24 -1.91  C8 1.129
31 H -2.04 -3.02 -0.71  C8 1.091
32 H -1.08 -0.10 -2.43  C10 1.122
33 H -1.96 2.30 -1.21  C11 1.084
34 H -3.64 1.42 2.20  C13 1.171
35 H -3.18 2.79 1.26  C13 1.066
36 H -1.92 1.99 2.09  C13 1.066
37 H -3.00 -0.93 1.28  C14 1.085
38 H -1.34 -0.38 1.42  C14 1.083

HOMO-LUMO gap = 7.563 eV
strongest force on any atom = 3.54 eV/Å
E_LUMO = 0.976 eV
electronic energy = -581.0423 Ha
SMILES string = CCCCCCCCN1C=CN(C)C1
energy relative to the best compared isomer or geometry (same formula, charge and spin) = 2.574 eV

Atomic partial charges in e from the Mulliken method, atoms 1 to 4: -1.4645 0.2489 -0.7494 -0.6236

# 2
Molecular formula: C24H21N2O
Method: DFT, ωB97M-V/def2-TZVPD

Bonds (Å) are listed after each position.
Element x y z (Å)
1 C -3.25 0.49 -4.17  N2 1.452, H18 1.091, H19 1.096, H20 1.099
2 N -3.13 0.49 -2.72  C1 1.452, C3 1.355, C17 1.401
3 C -2.94 -0.63 -1.98  N2 1.355, C4 1.421, H21 1.087
4 C -2.95 -0.30 -0.60  C3 1.421, C5 1.394, C12 1.475
5 C -2.85 -1.20 0.46  C4 1.394, C6 1.448, H22 1.091
6 C -2.83 -0.82 1.86  C5 1.448, C7 1.422, C11 1.422
7 C -1.94 0.17 2.36  C6 1.422, C8 1.397, H23 1.091
8 C -2.04 0.62 3.68  C7 1.397, C9 1.401, H24 1.092
9 C -3.04 0.11 4.53  C8 1.401, C10 1.399, H25 1.093
10 C -3.89 -0.90 4.06  C9 1.399, C11 1.393, H26 1.094
11 C -3.74 -1.41 2.77  C6 1.422, C10 1.393, H27 1.091
12 C -3.22 1.15 -0.54  C4 1.475, C13 1.391, C17 1.415
13 C -3.53 2.07 0.45  C12 1.391, C14 1.409, H28 1.087
14 C -3.70 3.43 0.11  C13 1.409, C15 1.403, H29 1.093
15 C -3.62 3.86 -1.22  C14 1.403, C16 1.407, H30 1.090
16 C -3.42 2.93 -2.26  C15 1.407, C17 1.391, H31 1.089
17 C -3.26 1.60 -1.88  N2 1.401, C12 1.415, C16 1.391
18 H -3.32 1.52 -4.52  C1 1.091
19 H -2.37 0.00 -4.61  C1 1.096
20 H -4.14 -0.07 -4.50  C1 1.099
21 H -2.85 -1.61 -2.44  C3 1.087
22 H -3.04 -2.24 0.20  C5 1.091
23 H -1.20 0.61 1.69  C7 1.091
24 H -1.36 1.38 4.05  C8 1.092
25 H -3.17 0.51 5.54  C9 1.093
26 H -4.68 -1.30 4.70  C10 1.094
27 H -4.38 -2.22 2.41  C11 1.091
28 H -3.63 1.73 1.48  C13 1.087
29 H -3.89 4.15 0.90  C14 1.093
30 H -3.72 4.92 -1.45  C15 1.090
31 H -3.35 3.22 -3.31  C16 1.089
32 O 1.04 -5.83 4.27  C33 1.357, H42 0.976
33 C 1.11 -5.45 2.97  O32 1.357, C34 1.414, C41 1.420
34 C 0.15 -4.57 2.42  C33 1.414, C35 1.388, H43 1.092
35 C 0.27 -4.24 1.07  C34 1.388, C36 1.435, C39 1.439
36 C 1.31 -4.82 0.27  C35 1.435, N37 1.390, C40 1.396
37 N 1.12 -4.37 -1.03  C36 1.390, C38 1.388, H44 1.018
38 C 0.03 -3.50 -1.08  N37 1.388, C39 1.387, H45 1.085
39 C -0.49 -3.38 0.20  C35 1.439, C38 1.387, H46 1.074
40 C 2.26 -5.67 0.82  C36 1.396, C41 1.400, H47 1.093
41 C 2.17 -5.98 2.19  C33 1.420, C40 1.400, H48 1.092
42 H 0.26 -5.41 4.67  O32 0.976
43 H -0.66 -4.16 3.01  C34 1.092
44 H 1.70 -4.63 -1.83  N37 1.018
45 H -0.31 -3.04 -2.00  C38 1.085
46 H -1.29 -2.76 0.56  C39 1.074
47 H 3.06 -6.08 0.20  C40 1.093
48 H 2.90 -6.63 2.67  C41 1.092

HOMO-LUMO gap = 4.685 eV
strongest force on any atom = 2.45 eV/Å
E_LUMO = -5.109 eV
electronic energy = -1111.6533 Ha
charge = +1
energy relative to the best compared isomer or geometry (same formula, charge and spin) = 1.801 eV

Atomic partial charges in e from the Mulliken method, atoms 1 to 4: -0.8517 0.1771 -1.1334 0.7888